{"formula": "C4H5F2Li2O2", "method": "wB97M-V/def2-TZVPD", "total_charge": 0, "spin_multiplicity": 2, "homo_lumo_gap_ev": [4.946, 4.940], "e_homo_ev": [-6.380, -6.377], "s2": 0.7536, "symbols": ["F", "F", "O", "O", "C", "C", "C", "C", "Li", "Li", "H", "H", "H", "H", "H"], "positions_angstrom": [[-1.22, 0.96, -1.56], [2.00, -0.66, 1.16], [-0.56, -2.38, -0.32], [0.00, 0.55, 0.33], [1.01, -0.39, -0.02], [-0.24, 1.52, -0.57], [-0.89, 2.69, 0.05], [0.41, -1.73, 0.38], [1.03, -3.85, 1.62], [-0.94, -1.00, -1.49], [-0.14, -1.42, 1.34], [0.62, 1.74, -1.22], [-1.72, 2.54, 0.73], [1.28, -2.25, -0.15], [-0.63, 3.69, -0.30]]}

---

{"formula": "C10H13N", "method": "wB97M-V/def2-TZVPD", "total_charge": 0, "homo_lumo_gap_ev": 8.501, "e_homo_ev": -8.015, "symbols": ["N", "C", "C", "C", "C", "C", "C", "C", "C", "C", "C", "H", "H", "H", "H", "H", "H", "H", "H", "H", "H", "H", "H", "H"], "positions_angstrom": [[-2.56, 0.23, -0.27], [-2.23, -0.53, 0.75], [0.60, 0.59, -1.80], [-0.79, -0.88, 0.90], [-0.83, 0.80, -2.01], [-0.02, 1.53, 1.52], [-1.47, 0.72, -0.84], [-0.08, 0.42, 0.44], [2.49, 0.29, -0.08], [1.02, 0.41, -0.53], [-0.52, -2.04, -0.11], [-1.10, -2.01, -1.11], [0.55, -1.96, -0.34], [0.40, 2.55, 1.10], [-1.13, 0.83, -3.07], [2.93, -0.27, -0.91], [0.83, 1.29, 2.35], [-0.42, -1.20, 1.99], [1.38, 0.60, -2.61], [-0.95, 1.49, 2.07], [2.60, -0.24, 0.90], [3.07, 1.25, -0.08], [-0.75, -2.97, 0.32], [-3.04, -0.90, 1.42]]}

---

{"formula": "C7H13NO2", "method": "wB97M-V/def2-TZVPD", "total_charge": 0, "homo_lumo_gap_ev": 6.485, "e_homo_ev": -6.046, "symbols": ["O", "O", "N", "C", "C", "C", "C", "C", "C", "C", "H", "H", "H", "H", "H", "H", "H", "H", "H", "H", "H", "H", "H"], "positions_angstrom": [[-2.15, -2.03, -2.02], [-2.79, -2.12, 0.18], [0.67, -0.11, -1.16], [2.07, 0.41, -0.97], [-2.32, -2.00, -0.86], [-0.81, 0.86, 0.79], [-0.24, -1.61, 0.48], [-2.10, 1.31, 0.03], [-0.04, -0.26, 0.19], [0.35, -2.72, 0.17], [1.19, -2.77, -0.49], [2.46, -0.16, -0.13], [-2.54, 0.38, -0.24], [-0.91, -1.60, 1.34], [0.75, -1.09, -1.56], [2.04, 1.38, -0.64], [2.62, 0.46, -1.89], [-0.24, 1.75, 0.93], [-2.83, 1.92, 0.57], [-1.89, 1.81, -0.86], [-1.22, 0.48, 1.75], [0.18, 0.52, -1.76], [0.10, -3.66, 0.55]]}

---

{"formula": "C4H9N3S", "method": "wB97M-V/def2-TZVPD", "smiles": "S=CNNC1CNC1", "total_charge": 0, "homo_lumo_gap_ev": 8.755, "e_homo_ev": -8.262, "symbols": ["S", "N", "N", "N", "C", "C", "C", "C", "H", "H", "H", "H", "H", "H", "H", "H", "H"], "positions_angstrom": [[2.80, 0.86, 0.12], [1.14, -1.07, -0.29], [-1.71, 0.87, -0.71], [0.68, -0.83, 0.87], [-0.36, 1.22, 0.00], [-1.74, -0.47, -0.13], [2.36, -0.56, -0.66], [-0.56, -0.04, 0.87], [-2.33, 1.70, -0.25], [-2.64, -0.80, 0.32], [1.38, -0.49, 1.65], [0.54, 1.27, -0.69], [-0.57, 2.18, 0.55], [-1.00, 0.12, 1.80], [-1.83, -1.07, -1.08], [2.86, -1.00, -1.60], [0.98, -1.88, -0.79]]}

---

{"formula": "CF2N2", "method": "wB97M-V/def2-TZVPD", "total_charge": 0, "homo_lumo_gap_ev": 10.317, "e_homo_ev": -12.618, "symbols": ["F", "F", "N", "N", "C"], "positions_angstrom": [[-1.44, 0.95, 0.20], [-0.92, -1.21, 0.13], [-0.40, -0.12, -0.50], [1.93, 0.26, 0.23], [0.83, 0.12, -0.06]]}

---

{"formula": "CH5N2O", "method": "wB97M-V/def2-TZVPD", "total_charge": -1, "homo_lumo_gap_ev": 7.449, "e_homo_ev": -2.602, "symbols": ["O", "N", "N", "C", "H", "H", "H", "H", "H"], "positions_angstrom": [[-2.85, 0.14, -0.64], [2.39, -0.15, 0.05], [0.06, 0.41, -0.13], [1.12, -0.38, 0.26], [-1.91, 0.15, -0.89], [0.69, -0.82, 1.20], [2.87, -0.60, 0.83], [0.53, 0.83, -0.96], [-2.91, 0.43, 0.28]]}

---

{"formula": "C30H59FO22", "method": "wB97M-V/def2-TZVPD", "smiles": "COCOC(=O)OC[C@H](C)F.CCOC(=O)OC.CCOC(=O)OC.CCOC(=O)OC.CCOC(=O)OC.CCOC(=O)OC.CCOC(=O)OC", "total_charge": 0, "homo_lumo_gap_ev": 10.933, "e_homo_ev": -10.597, "symbols": ["F", "O", "O", "O", "O", "O", "O", "O", "O", "O", "O", "O", "O", "O", "O", "O", "O", "O", "O", "O", "O", "O", "O", "C", "C", "C", "C", "C", "C", "C", "C", "C", "C", "C", "C", "C", "C", "C", "C", "C", "C", "C", "C", "C", "C", "C", "C", "C", "C", "C", "C", "C", "C", "H", "H", "H", "H", "H", "H", "H", "H", "H", "H", "H", "H", "H", "H", "H", "H", "H", "H", "H", "H", "H", "H", "H", "H", "H", "H", "H", "H", "H", "H", "H", "H", "H", "H", "H", "H", "H", "H", "H", "H", "H", "H", "H", "H", "H", "H", "H", "H", "H", "H", "H", "H", "H", "H", "H", "H", "H", "H", "H"], "positions_angstrom": [[2.18, -2.29, -1.94], [-1.61, 4.12, 6.08], [-1.58, 2.69, 7.84], [-2.06, 4.89, 8.04], [3.95, -0.45, -0.21], [0.38, 0.27, 2.06], [-0.46, -9.48, -2.14], [-5.30, 2.06, 2.38], [3.46, 4.19, -6.05], [-2.26, -1.48, -5.63], [-1.07, -7.99, -0.55], [-2.60, -2.86, -3.87], [1.94, 4.85, -7.43], [3.52, 3.54, 2.82], [-3.36, 1.82, 1.48], [2.58, -0.17, 1.58], [-1.57, -7.73, -2.73], [-4.69, 3.50, 0.76], [3.27, -2.23, 1.05], [1.82, 2.74, -6.61], [5.44, 2.78, 3.73], [4.32, 4.28, 4.80], [-0.62, -2.73, -4.70], [-0.50, 4.72, -7.28], [-1.75, 3.78, 7.36], [-3.96, -2.42, -3.84], [3.38, -3.14, -0.06], [0.72, 4.62, -8.16], [-2.27, 4.68, 9.44], [-1.58, 3.44, 1.08], [3.17, 5.13, 4.92], [3.99, 3.20, -5.17], [2.11, -3.17, -0.89], [-6.52, 2.79, 2.52], [-1.86, -2.27, -4.81], [4.34, 3.53, 3.70], [1.32, 0.21, 1.05], [-2.33, 2.22, 0.57], [-0.88, -11.12, -0.37], [1.77, -4.54, -1.44], [2.35, 3.82, -6.69], [0.14, -10.31, -1.13], [1.93, 4.35, 5.32], [0.22, -0.96, 2.75], [-4.47, 2.56, 1.47], [5.53, 1.84, 2.65], [-1.05, -8.37, -1.69], [0.79, -0.80, -5.21], [0.34, -2.18, -5.62], [-1.29, 3.03, 5.19], [3.30, -0.93, 0.71], [-2.49, 2.17, 4.87], [-2.28, -6.54, -2.39], [-1.65, -5.87, -1.80], [-1.19, 3.24, 2.08], [-2.86, 1.67, 5.76], [-2.23, 4.31, 1.13], [-0.52, 5.68, -6.76], [0.49, -1.81, 2.13], [3.01, 5.67, 3.98], [0.74, -9.69, -0.46], [-0.51, 3.93, -6.53], [1.37, 1.20, 0.62], [-4.42, -2.53, -4.82], [4.15, 2.26, -5.69], [4.26, -2.92, -0.65], [-3.17, 4.08, 9.60], [-2.40, 5.66, 9.88], [1.09, 5.03, 5.48], [6.51, 1.38, 2.72], [-1.55, -10.48, 0.20], [-0.38, -11.80, 0.32], [-0.92, 3.51, 4.29], [-0.07, -2.19, -6.63], [5.42, 2.34, 1.69], [0.71, 5.40, -8.92], [1.66, 3.64, 4.54], [3.43, 5.86, 5.69], [1.18, -2.87, -5.59], [3.32, 3.05, -4.32], [-2.23, 1.42, 4.13], [-7.03, 2.90, 1.56], [-1.66, 1.37, 0.51], [-1.41, 4.64, -7.88], [0.77, 3.66, -8.67], [-6.33, 3.77, 2.95], [0.72, -4.53, -1.72], [1.31, -2.88, -0.22], [-3.30, 2.79, 4.47], [-2.53, -6.05, -3.32], [4.94, 3.59, -4.81], [-4.02, -1.38, -3.52], [0.82, -10.96, -1.68], [-1.42, 4.18, 9.89], [3.51, -4.11, 0.39], [0.80, -0.97, 3.66], [-4.47, -3.05, -3.12], [2.34, -4.75, -2.33], [-2.76, 2.40, -0.42], [2.12, 3.79, 6.24], [1.58, -0.44, -5.87], [-7.15, 2.21, 3.20], [1.17, -0.81, -4.19], [1.91, -5.31, -0.70], [0.99, -0.49, 0.28], [-1.49, -11.71, -1.06], [-0.03, -0.08, -5.26], [-0.47, 2.44, 5.61], [4.76, 1.08, 2.75], [-0.83, -1.04, 3.01], [-0.74, 3.66, 0.41], [-3.19, -6.78, -1.85]]}

---

{"formula": "C7H14N2S", "method": "wB97M-V/def2-TZVPD", "smiles": "Cc1c[nH]cn1.CCSC", "total_charge": 0, "homo_lumo_gap_ev": 8.826, "e_homo_ev": -7.973, "symbols": ["S", "N", "N", "C", "C", "C", "C", "C", "C", "C", "H", "H", "H", "H", "H", "H", "H", "H", "H", "H", "H", "H", "H", "H"], "positions_angstrom": [[0.64, 1.99, 1.33], [-1.44, -1.73, -2.51], [-1.71, -0.28, -0.90], [-1.15, -2.39, -1.35], [-1.11, -1.61, 1.12], [1.70, 1.72, -0.13], [-1.78, -0.45, -2.20], [1.31, 1.06, 2.71], [-1.32, -1.47, -0.35], [2.76, 0.65, -0.10], [3.34, 0.64, 0.82], [0.96, 1.55, -0.92], [-0.85, -3.42, -1.35], [2.35, 1.34, 2.86], [2.19, -0.27, -0.10], [3.39, 0.59, -0.97], [-0.39, -2.41, 1.32], [-1.55, -2.17, -3.40], [2.09, 2.73, -0.31], [0.64, 1.15, 3.56], [-1.85, 0.32, -2.95], [-0.80, -0.68, 1.59], [1.43, -0.03, 2.63], [-2.07, -1.89, 1.55]]}

---

{"formula": "C18H37FeOP3Se", "method": "wB97M-V/def2-TZVPD", "total_charge": 3, "spin_multiplicity": 6, "homo_lumo_gap_ev": [7.746, 4.996], "e_homo_ev": [-17.245, -18.158], "s2": 8.8444, "symbols": ["Se", "Fe", "P", "P", "P", "O", "C", "C", "C", "C", "C", "C", "C", "C", "C", "C", "C", "C", "C", "C", "C", "C", "C", "C", "H", "H", "H", "H", "H", "H", "H", "H", "H", "H", "H", "H", "H", "H", "H", "H", "H", "H", "H", "H", "H", "H", "H", "H", "H", "H", "H", "H", "H", "H", "H", "H", "H", "H", "H", "H", "H"], "positions_angstrom": [[2.92, -2.15, 2.52], [0.33, 0.45, -0.89], [-0.45, 1.64, 1.94], [0.49, 2.39, -1.73], [-1.54, -0.62, -0.74], [2.50, 1.13, 1.01], [1.78, -3.36, 1.56], [0.13, 2.54, -3.52], [-1.85, -2.07, -1.83], [-0.21, 0.55, 3.40], [2.06, -3.51, 0.19], [-0.22, -4.70, 1.30], [-0.63, 3.67, -1.02], [0.39, 3.12, 2.62], [2.11, 3.25, -1.78], [0.65, -3.98, 2.12], [1.23, -0.79, -1.80], [-1.81, -1.41, 0.93], [1.20, -4.24, -0.62], [1.45, 0.92, 0.51], [-2.22, 2.16, 2.16], [-2.98, 0.45, -1.17], [0.06, -4.84, -0.06], [2.53, -0.43, -2.12], [-1.67, 3.30, -1.05], [2.97, -3.05, -0.20], [-2.87, 1.27, 2.17], [1.03, -1.39, -0.88], [-0.94, 2.39, -3.74], [-3.78, -0.22, -1.50], [0.26, -0.78, -2.37], [-0.84, -1.82, 1.27], [-1.24, -1.99, -2.73], [2.43, 3.50, -0.76], [-1.58, -3.00, -1.31], [-0.60, -5.45, -0.68], [-2.91, -2.09, -2.11], [-2.52, 2.82, 1.33], [-0.54, 4.58, -1.62], [-3.28, 1.07, -0.32], [1.45, -4.38, -1.67], [0.49, -3.92, 3.19], [-0.01, 3.32, 3.62], [0.70, 1.77, -4.06], [4.05, -3.12, 2.46], [3.31, -1.12, -1.84], [0.44, 3.54, -3.88], [-2.52, -2.23, 0.81], [-0.91, -0.28, 3.37], [2.01, 4.15, -2.38], [0.25, 4.00, 1.99], [-0.36, 3.86, 0.03], [2.86, 2.58, -2.22], [0.82, 0.17, 3.37], [-2.67, 1.10, -2.00], [-2.31, 2.69, 3.11], [-0.37, 1.15, 4.30], [-2.16, -0.68, 1.67], [2.73, 0.34, -2.86], [1.46, 2.91, 2.70], [-1.07, -5.19, 1.76]]}

---

{"formula": "C2H6NO", "method": "wB97M-V/def2-TZVPD", "total_charge": 0, "spin_multiplicity": 2, "homo_lumo_gap_ev": [9.693, 6.377], "e_homo_ev": [-8.673, -8.564], "s2": 0.7560, "symbols": ["O", "N", "C", "C", "H", "H", "H", "H", "H", "H"], "positions_angstrom": [[-0.65, -1.66, -0.54], [-0.09, 0.73, 0.02], [-1.20, -0.47, -0.34], [1.12, 0.27, 0.53], [0.10, 1.34, -0.81], [-1.82, -0.44, 0.58], [-1.72, -0.02, -1.38], [1.05, 0.02, 1.69], [1.26, -0.70, -0.13], [1.95, 0.93, 0.38]]}

---

{"formula": "C4H5EuO", "method": "wB97M-V/def2-TZVPD", "total_charge": 2, "spin_multiplicity": 9, "homo_lumo_gap_ev": [5.877, 8.253], "e_homo_ev": [-15.431, -17.586], "s2": 20.0356, "symbols": ["Eu", "O", "C", "C", "C", "C", "H", "H", "H", "H", "H"], "positions_angstrom": [[1.80, -3.29, 1.98], [0.69, -1.69, 0.46], [-2.85, 1.15, -0.71], [-1.04, -0.20, 0.31], [-0.02, -1.00, -0.34], [-2.07, 0.05, -0.60], [-2.86, 1.91, 0.08], [-1.51, -0.54, -1.57], [-1.27, -0.42, 1.36], [0.57, -0.53, -1.14], [-3.55, 1.26, -1.54]]}

---

{"formula": "C5H5NO", "method": "wB97M-V/def2-TZVPD", "smiles": "CC1=CC(=O)N=C1", "total_charge": 0, "homo_lumo_gap_ev": 8.835, "e_homo_ev": -9.884, "symbols": ["O", "N", "C", "C", "C", "C", "C", "H", "H", "H", "H", "H"], "positions_angstrom": [[3.14, -0.43, -0.04], [1.62, 1.31, 0.05], [0.32, 1.30, -0.09], [0.74, -0.94, -0.08], [2.01, -0.09, 0.08], [-0.30, -0.04, -0.04], [-1.75, -0.25, 0.01], [-2.32, 0.32, -0.79], [0.81, -1.99, -0.04], [-1.86, -1.37, -0.05], [-2.09, -0.06, 1.10], [-0.32, 2.24, -0.09]]}

---

{"formula": "C31H50N8O22S4", "method": "wB97M-V/def2-TZVPD", "smiles": "C[N+](=O)[O-].C[N+](=O)[O-].C[N+](=O)[O-].O=S1(=O)OCCO1.O=S1(=O)OCCO1.O=S1(=O)OCCO1.O=S1(=O)OCCO1.c1cc[nH]c1.c1cc[nH]c1.c1cc[nH]c1.c1cc[nH]c1.c1cc[nH]c1", "total_charge": 0, "homo_lumo_gap_ev": 7.801, "e_homo_ev": -7.784, "symbols": ["S", "S", "S", "S", "O", "O", "O", "O", "O", "O", "O", "O", "O", "O", "O", "O", "O", "O", "O", "O", "O", "O", "O", "O", "O", "O", "N", "N", "N", "N", "N", "N", "N", "N", "C", "C", "C", "C", "C", "C", "C", "C", "C", "C", "C", "C", "C", "C", "C", "C", "C", "C", "C", "C", "C", "C", "C", "C", "C", "C", "C", "C", "C", "C", "C", "H", "H", "H", "H", "H", "H", "H", "H", "H", "H", "H", "H", "H", "H", "H", "H", "H", "H", "H", "H", "H", "H", "H", "H", "H", "H", "H", "H", "H", "H", "H", "H", "H", "H", "H", "H", "H", "H", "H", "H", "H", "H", "H", "H", "H", "H", "H", "H", "H", "H"], "positions_angstrom": [[11.96, -6.84, 0.65], [12.28, -0.02, 1.01], [15.09, -1.46, -7.49], [9.58, -0.64, -5.95], [15.48, -2.65, -6.77], [13.18, -7.58, 0.47], [11.08, -1.07, -6.35], [10.05, -0.16, -4.45], [12.33, -1.61, 1.29], [13.37, 0.36, 2.18], [19.79, -3.97, -4.11], [18.59, -4.69, -5.73], [15.78, -1.47, -8.95], [10.93, -7.35, 1.51], [13.62, -1.69, -8.07], [12.32, -5.35, 1.16], [15.32, -0.19, -6.85], [8.82, -1.83, -5.88], [11.37, -6.33, -0.79], [9.08, 0.53, -6.62], [10.98, 0.48, 1.34], [12.89, 0.32, -0.25], [9.05, -5.28, -4.89], [7.23, -6.14, -5.64], [7.94, -2.55, 0.02], [9.79, -1.61, -0.53], [17.83, -1.85, 1.55], [18.74, -4.39, -4.56], [11.67, -6.34, -8.09], [17.97, -0.82, -4.73], [8.59, -1.63, -0.44], [13.21, -6.19, -4.41], [7.85, -5.32, -5.02], [12.54, -1.41, -2.59], [13.85, -7.46, -2.72], [11.62, -5.29, -7.18], [12.53, -7.87, -3.09], [13.42, -0.68, 3.14], [11.78, -4.99, -1.06], [13.62, -2.35, -9.32], [17.54, -4.21, -3.71], [17.61, -3.20, 1.55], [12.85, -4.71, -7.08], [16.97, -1.26, 0.66], [16.80, -0.81, -4.01], [7.81, -0.52, -1.05], [13.26, -1.96, 2.31], [14.23, -6.42, -3.53], [13.74, -1.72, -3.21], [12.08, -0.38, -5.60], [16.80, -3.48, 0.48], [12.15, -6.99, -4.08], [16.38, -2.24, -0.11], [11.57, -2.23, -3.09], [15.09, -2.38, -9.79], [12.11, -3.10, -4.00], [17.15, -0.80, -2.69], [19.03, -0.61, -3.89], [13.47, -2.73, -4.10], [13.74, -5.50, -7.86], [18.55, -0.53, -2.61], [11.34, 0.45, -4.53], [12.76, -4.62, 0.03], [7.11, -4.22, -4.32], [12.97, -6.39, -8.56], [10.88, -4.40, -0.81], [8.18, -0.42, -2.07], [13.78, -4.90, -0.28], [12.48, -0.61, -1.97], [15.87, -2.00, -1.03], [12.66, -1.18, -5.14], [18.10, -3.82, 2.28], [18.07, -0.81, -5.73], [12.09, -4.83, -2.09], [17.01, -0.18, 0.58], [16.43, -0.86, -1.89], [14.35, -0.71, 3.71], [15.13, -1.83, -10.74], [11.19, 1.49, -4.84], [6.75, -0.74, -0.96], [6.92, -4.52, -3.29], [7.72, -3.33, -4.47], [11.24, -6.86, -4.64], [7.99, 0.42, -0.55], [11.84, -8.56, -2.64], [14.80, -5.41, -8.04], [19.97, -0.39, -4.36], [16.64, -4.32, -4.32], [12.70, 0.15, -6.33], [14.38, -7.89, -1.88], [19.15, -0.24, -1.76], [6.19, -4.07, -4.87], [14.20, -3.16, -4.77], [13.26, -3.38, -9.27], [17.51, -3.25, -3.22], [12.88, -2.79, 2.91], [12.89, -1.86, -9.97], [12.62, -0.55, 3.87], [10.65, -5.14, -6.72], [12.89, -3.54, 0.15], [13.22, -5.53, -5.18], [10.94, -6.99, -8.30], [10.54, -2.01, -2.84], [11.55, -3.89, -4.48], [13.26, -7.12, -9.30], [15.14, -5.86, -3.45], [18.43, -1.38, 2.20], [14.68, -1.24, -2.97], [12.94, -3.81, -6.50], [11.79, 0.40, -3.55], [16.51, -4.43, 0.07], [17.46, -5.09, -3.07], [14.26, -2.22, 1.97], [15.85, -0.87, -4.51], [15.51, -3.37, -9.91]]}